Record 1
The following is a quantum chemistry calculation of 20 unconnected molecules or ions with the total composition C69H129N9O11, from OMol25.

The energy relative to the best compared isomer or geometry (same formula, charge and spin) is 0.0 kcal per mole. For the LUMO energy, the calculation gives 0.340 eV. Its HOMO energy is -9.29 eV. For the molecular weight, the calculation gives 1260.8 g/mol. Its total energy is -4026.8917 a.u. As for the charge: 0. The spin multiplicity is 1.

```
218
C69H129N9O11, DFT wB97M-V/def2-TZVPD
C -5.185 -0.316 0.878
C -4.360 -1.546 0.807
O -4.666 -2.494 0.101
C -3.105 -1.576 1.645
H -5.212 0.004 1.936
H -6.156 -0.496 0.454
H -4.611 0.472 0.375
H -2.672 -0.585 1.647
H -2.479 -2.382 1.283
H -3.298 -1.786 2.713
C -1.920 -3.902 -1.352
C -1.937 -3.977 -2.860
O -0.884 -4.186 -3.487
C -3.199 -3.784 -3.636
H -2.890 -3.589 -0.923
H -1.177 -3.211 -1.010
H -1.643 -4.898 -0.966
H -3.160 -4.351 -4.551
H -3.304 -2.737 -3.918
H -4.111 -3.933 -3.039
C -3.222 3.861 -2.779
C -3.238 2.404 -2.479
O -3.565 2.013 -1.360
C -2.858 1.417 -3.571
H -2.203 4.170 -3.113
H -3.357 4.400 -1.898
H -3.942 4.091 -3.611
H -3.183 1.762 -4.545
H -3.344 0.463 -3.364
H -1.783 1.355 -3.585
C -1.436 3.136 4.193
C -2.586 2.267 3.699
O -2.497 1.696 2.607
C -3.861 2.116 4.492
H -0.516 2.576 4.389
H -1.660 3.677 5.139
H -1.250 3.837 3.372
H -4.676 1.822 3.839
H -4.128 3.007 5.062
H -3.712 1.296 5.210
C -1.129 -2.800 5.718
C -1.371 -1.414 5.186
O -2.380 -0.764 5.457
C -0.355 -0.876 4.205
H -0.071 -2.836 5.987
H -1.161 -3.463 4.856
H -1.769 -3.153 6.500
H -0.845 -0.268 3.450
H 0.166 -1.665 3.712
H 0.406 -0.265 4.655
C 0.545 -5.896 4.236
C 1.355 -4.646 4.195
O 1.846 -4.192 5.254
C 1.654 -3.887 2.957
H 1.275 -6.696 4.418
H 0.010 -6.029 3.310
H -0.161 -5.876 5.053
H 0.728 -3.867 2.367
H 2.452 -4.391 2.384
H 1.966 -2.875 3.117
C -5.240 3.427 1.583
C -5.020 4.664 2.393
O -3.884 4.968 2.706
C -6.217 5.476 2.841
H -4.425 2.709 1.665
H -5.264 3.726 0.529
H -6.246 3.042 1.814
H -6.687 5.001 3.700
H -6.939 5.507 2.026
H -6.067 6.515 3.105
C 2.275 3.416 3.375
C 3.722 3.774 3.537
O 4.280 4.717 2.963
C 4.586 2.919 4.480
H 1.788 4.172 2.768
H 1.748 3.351 4.317
H 2.225 2.421 2.889
H 4.509 1.834 4.291
H 4.296 3.064 5.545
H 5.566 3.294 4.355
C -4.256 -4.682 3.898
C -3.382 -5.032 2.735
O -2.170 -4.907 2.798
C -3.997 -5.845 1.568
H -3.603 -4.266 4.678
H -4.664 -5.613 4.292
H -5.090 -4.006 3.755
H -3.944 -6.875 1.934
H -3.327 -5.597 0.736
H -5.051 -5.630 1.454
C -1.297 0.336 -0.304
C -0.095 -0.236 0.380
O 0.052 -1.423 0.562
C 0.942 0.730 0.902
H -0.907 0.946 -1.120
H -1.759 1.007 0.429
H -1.968 -0.451 -0.648
H 1.485 0.286 1.735
H 0.552 1.693 1.229
H 1.667 0.974 0.146
C -1.413 -1.407 -5.623
C -1.094 -1.837 -7.035
O -1.744 -1.459 -7.967
C -0.046 -2.890 -7.113
H -1.788 -0.407 -5.584
H -0.611 -1.537 -4.901
H -2.254 -2.080 -5.389
H 0.332 -3.122 -8.117
H -0.526 -3.786 -6.642
H 0.755 -2.612 -6.424
C -6.552 -1.261 -3.079
C -7.944 -1.766 -3.445
C -8.223 -1.656 -4.953
C -8.402 -0.195 -5.342
N -8.607 0.918 -5.595
H -6.432 -0.241 -3.446
H -5.813 -1.877 -3.598
H -6.328 -1.294 -1.993
H -8.769 -1.283 -2.924
H -8.070 -2.834 -3.231
H -9.184 -2.098 -5.182
H -7.428 -2.107 -5.556
C -0.733 4.619 0.861
C -0.795 6.086 1.237
C -1.828 6.851 0.440
C -1.486 6.710 -0.972
N -1.197 6.696 -2.090
H -0.536 4.542 -0.213
H -1.727 4.160 1.020
H 0.068 4.115 1.398
H 0.147 6.652 1.080
H -1.012 6.161 2.289
H -1.814 7.911 0.684
H -2.843 6.495 0.589
C 5.059 -2.961 1.061
C 4.355 -1.690 0.674
C 5.309 -0.457 0.704
C 6.204 -0.590 -0.391
N 6.872 -0.683 -1.325
H 5.316 -2.929 2.106
H 5.973 -3.157 0.491
H 4.350 -3.811 0.937
H 3.565 -1.565 1.426
H 3.895 -1.682 -0.292
H 5.768 -0.399 1.702
H 4.802 0.479 0.585
C -0.405 2.862 -8.347
C -0.220 1.518 -7.656
C 0.085 1.709 -6.169
C 1.207 2.594 -5.997
N 2.086 3.282 -5.738
H 0.495 3.483 -8.458
H -1.145 3.424 -7.767
H -0.834 2.743 -9.347
H 0.654 0.958 -8.080
H -1.103 0.881 -7.751
H 0.314 0.772 -5.627
H -0.782 2.139 -5.651
C 6.401 -1.827 5.547
C 5.113 -1.586 6.364
C 3.854 -1.961 5.623
C 3.440 -1.018 4.577
N 3.048 -0.415 3.680
H 6.439 -1.171 4.695
H 6.437 -2.883 5.273
H 7.302 -1.637 6.186
H 5.021 -0.545 6.675
H 5.092 -2.164 7.301
H 3.050 -2.081 6.349
H 3.962 -2.954 5.132
C 1.230 -0.940 -3.056
C 2.483 -1.148 -3.898
C 3.348 0.150 -3.955
C 3.503 0.742 -2.616
N 3.602 1.251 -1.571
H 0.580 -1.802 -2.858
H 0.582 -0.207 -3.517
H 1.598 -0.550 -2.113
H 2.179 -1.415 -4.931
H 3.140 -1.884 -3.438
H 3.020 0.883 -4.688
H 4.348 -0.076 -4.328
C 2.661 4.282 0.033
C 2.331 5.066 -1.207
C 2.372 4.256 -2.500
C 1.292 3.299 -2.514
N 0.376 2.594 -2.572
H 1.922 3.486 0.152
H 2.718 4.927 0.875
H 3.651 3.819 -0.089
H 3.063 5.884 -1.332
H 1.310 5.403 -1.122
H 3.284 3.731 -2.740
H 2.192 4.897 -3.366
C 2.045 -4.047 -1.209
C 1.534 -5.370 -0.629
C 2.204 -6.597 -1.264
C 3.584 -6.741 -0.772
N 4.645 -6.828 -0.307
H 1.707 -3.141 -0.744
H 1.558 -4.030 -2.176
H 3.112 -3.999 -1.311
H 0.477 -5.476 -0.884
H 1.755 -5.376 0.448
H 2.220 -6.498 -2.355
H 1.632 -7.487 -1.033
C 6.409 3.244 0.382
C 7.851 2.841 0.161
C 8.682 2.617 1.429
C 7.940 1.710 2.370
N 7.377 1.022 3.124
H 5.930 3.483 -0.553
H 6.357 4.091 1.079
H 5.901 2.354 0.812
H 8.341 3.621 -0.425
H 7.936 1.926 -0.443
H 9.011 3.515 1.970
H 9.562 2.036 1.148
```

=====

Record 2
The following is a quantum chemistry calculation of 23 unconnected molecules or ions with the total composition C69H161N23O23, from OMol25.

The energy relative to the best compared isomer or geometry (same formula, charge and spin) is 346.1 kcal per mole. For the LUMO energy, the calculation gives 0.326 eV. Its HOMO energy is -8.69 eV. For the molecular weight, the calculation gives 1681.2 g/mol. Its total energy is -5715.5250 a.u. As for the charge: 0. The spin multiplicity is 1.

```
276
C69H161N23O23, DFT wB97M-V/def2-TZVPD
C 6.931 -3.883 2.206
O 6.628 -4.728 1.369
N 6.095 -3.244 3.039
C 6.492 -2.355 4.075
C 4.689 -3.627 2.945
H 7.959 -3.598 2.287
H 5.923 -2.611 4.920
H 6.292 -1.332 3.738
H 7.585 -2.413 4.209
H 4.271 -3.509 1.920
H 4.565 -4.621 3.298
H 4.018 -2.949 3.524
C 6.795 -1.759 -0.434
O 5.744 -1.139 -0.465
N 7.941 -1.228 -0.029
C 7.967 0.231 0.138
C 9.134 -2.065 -0.045
H 6.894 -2.751 -0.781
H 8.305 0.579 -0.830
H 8.675 0.585 0.888
H 6.905 0.513 0.402
H 9.587 -1.957 0.908
H 8.807 -3.083 -0.183
H 9.767 -1.708 -0.949
C 2.507 -2.119 -4.283
O 1.729 -2.618 -5.100
N 3.579 -1.369 -4.562
C 4.545 -0.949 -3.489
C 3.855 -0.938 -5.907
H 2.410 -2.286 -3.156
H 4.822 0.047 -3.652
H 5.385 -1.593 -3.540
H 4.103 -1.102 -2.495
H 3.975 0.151 -5.907
H 4.811 -1.314 -6.354
H 3.060 -1.179 -6.610
C 2.142 2.027 -4.799
O 2.887 2.935 -4.527
N 1.651 1.764 -6.051
C 0.694 0.768 -6.377
C 1.980 2.799 -7.103
H 1.865 1.243 -4.062
H 1.063 0.279 -7.246
H -0.336 1.088 -6.496
H 0.764 -0.087 -5.612
H 2.666 3.444 -6.586
H 2.441 2.323 -7.995
H 0.980 3.242 -7.422
C -2.878 -0.409 -3.528
O -2.856 -1.185 -2.612
N -3.930 -0.278 -4.414
C -3.859 0.527 -5.564
C -5.124 -1.154 -4.243
H -2.072 0.379 -3.678
H -4.673 1.254 -5.582
H -3.899 -0.077 -6.511
H -2.935 1.095 -5.556
H -4.825 -1.843 -3.468
H -5.978 -0.456 -3.940
H -5.421 -1.666 -5.121
C -2.954 4.345 -0.783
O -3.706 4.251 -1.752
N -2.935 5.436 0.055
C -2.073 5.488 1.245
C -3.707 6.636 -0.260
H -2.069 3.631 -0.579
H -2.599 5.484 2.179
H -1.525 6.417 1.202
H -1.321 4.673 1.200
H -3.944 6.613 -1.326
H -4.642 6.567 0.298
H -3.090 7.513 -0.018
C 2.109 6.151 -1.924
O 2.526 7.279 -2.140
N 2.106 5.609 -0.719
C 1.856 4.185 -0.489
C 2.378 6.329 0.488
H 1.921 5.390 -2.801
H 1.417 3.728 -1.424
H 1.203 3.983 0.342
H 2.812 3.713 -0.374
H 2.600 7.379 0.365
H 1.465 6.292 1.056
H 3.124 5.807 1.118
C 1.835 -4.199 -0.650
O 1.432 -3.199 -1.227
N 3.069 -4.668 -0.670
C 3.459 -5.907 -0.056
C 3.977 -4.105 -1.552
H 1.227 -4.911 0.038
H 4.249 -5.713 0.672
H 3.800 -6.587 -0.844
H 2.559 -6.354 0.508
H 4.793 -4.872 -1.743
H 3.546 -3.751 -2.479
H 4.543 -3.274 -1.150
C -5.078 1.668 1.447
O -5.763 1.791 2.501
N -5.510 2.135 0.272
C -6.885 2.594 0.220
C -5.012 1.558 -0.942
H -4.125 1.172 1.375
H -7.121 3.067 -0.770
H -6.925 3.344 1.004
H -7.523 1.736 0.366
H -5.239 2.219 -1.758
H -3.950 1.401 -1.007
H -5.584 0.631 -1.200
C 1.838 3.875 3.821
O 1.640 4.272 2.672
N 1.400 2.688 4.258
C 1.869 2.114 5.508
C 0.428 1.836 3.545
H 2.422 4.347 4.657
H 2.531 2.782 6.074
H 2.414 1.113 5.346
H 0.964 1.939 6.144
H 0.893 0.898 3.332
H -0.416 1.711 4.183
H 0.228 2.452 2.655
C -1.255 0.694 0.924
O -2.000 0.707 1.936
N -1.029 -0.334 0.092
C -0.125 -0.165 -1.064
C -1.663 -1.669 0.201
H -0.844 1.636 0.551
H 0.856 -0.653 -0.943
H 0.033 0.873 -1.321
H -0.641 -0.623 -1.922
H -2.131 -1.709 1.199
H -2.443 -1.888 -0.572
H -0.842 -2.387 0.138
C 5.260 4.348 -2.181
O 5.346 4.183 -0.967
N 5.471 5.450 -2.854
C 4.900 5.651 -4.123
C 5.609 6.693 -2.124
H 4.955 3.462 -2.738
H 4.519 4.834 -4.622
H 5.641 6.085 -4.758
H 4.051 6.326 -4.005
H 6.046 6.454 -1.182
H 6.294 7.309 -2.761
H 4.644 7.205 -2.116
C -5.363 -1.894 0.846
O -5.976 -1.420 -0.105
N -5.832 -2.008 2.144
C -7.124 -1.441 2.525
C -4.957 -2.320 3.199
H -4.352 -2.345 0.799
H -6.844 -0.471 3.133
H -7.720 -2.158 3.097
H -7.662 -1.010 1.692
H -4.972 -3.421 3.468
H -3.951 -2.013 2.894
H -5.165 -1.687 4.088
C -2.286 -1.294 8.436
O -1.633 -0.312 8.862
N -1.896 -2.152 7.443
C -2.824 -3.182 6.962
C -0.861 -1.751 6.526
H -3.266 -1.508 8.848
H -2.289 -4.115 6.921
H -3.196 -2.886 5.936
H -3.604 -3.420 7.708
H -1.245 -1.505 5.586
H -0.273 -1.011 7.035
H -0.179 -2.553 6.407
C -1.040 -6.145 -2.264
O -2.149 -5.893 -1.902
N -0.242 -5.365 -3.004
C 1.013 -5.792 -3.490
C -0.707 -4.028 -3.404
H -0.479 -7.097 -2.129
H 1.385 -6.642 -3.012
H 1.820 -5.015 -3.290
H 0.983 -6.133 -4.511
H -0.711 -4.002 -4.519
H -1.659 -3.798 -2.894
H -0.008 -3.338 -3.022
C -1.605 2.622 6.236
O -0.853 3.564 6.286
N -2.534 2.417 5.271
C -3.377 1.252 5.227
C -2.647 3.324 4.133
H -1.654 1.842 7.093
H -3.645 0.835 6.194
H -2.967 0.438 4.603
H -4.240 1.578 4.678
H -1.833 4.116 4.122
H -2.602 2.669 3.263
H -3.581 3.909 4.165
C -3.204 -5.445 0.877
O -3.139 -4.389 1.434
N -2.301 -6.438 1.098
C -2.540 -7.787 0.567
C -1.188 -6.249 2.074
H -4.046 -5.748 0.253
H -3.186 -7.741 -0.314
H -3.037 -8.435 1.266
H -1.599 -8.246 0.264
H -0.296 -6.696 1.703
H -1.045 -5.158 2.126
H -1.424 -6.672 3.033
C -1.404 6.726 4.930
O -1.848 7.311 3.913
N -0.207 7.057 5.454
C 0.642 8.044 4.769
C 0.427 6.407 6.640
H -2.064 6.051 5.525
H 0.729 7.761 3.737
H 1.643 7.950 5.253
H 0.240 9.053 4.820
H 1.342 5.860 6.322
H 0.680 7.086 7.466
H -0.271 5.761 7.078
C 3.047 -0.954 3.597
O 2.942 -1.128 4.789
N 2.193 -1.284 2.603
C 2.798 -1.074 1.312
C 0.858 -1.830 2.792
H 3.982 -0.508 3.144
H 2.951 -2.030 0.855
H 3.767 -0.541 1.308
H 2.169 -0.447 0.657
H 0.698 -2.591 3.533
H 0.126 -1.020 2.925
H 0.694 -2.378 1.848
C -1.355 4.087 -3.805
O -0.635 3.187 -4.183
N -1.077 5.387 -4.075
C -2.018 6.450 -3.618
C 0.078 5.705 -4.898
H -2.330 3.990 -3.335
H -2.233 7.188 -4.452
H -1.516 6.961 -2.784
H -2.935 5.932 -3.268
H -0.283 5.953 -5.915
H 0.672 6.568 -4.506
H 0.678 4.822 -4.968
C -5.381 -6.825 -2.118
O -5.683 -8.023 -1.823
N -6.133 -5.753 -1.912
C -5.642 -4.396 -2.198
C -7.470 -5.921 -1.294
H -4.372 -6.508 -2.590
H -4.890 -4.421 -2.932
H -5.334 -3.912 -1.284
H -6.471 -3.821 -2.734
H -8.153 -6.001 -2.113
H -7.520 -6.804 -0.675
H -7.650 -5.017 -0.705
C -6.198 -6.838 -5.502
O -6.774 -5.762 -5.637
N -4.863 -6.974 -5.322
C -4.289 -8.246 -5.027
C -4.078 -5.782 -5.085
H -6.733 -7.766 -5.612
H -3.537 -8.581 -5.799
H -5.139 -8.918 -4.928
H -3.850 -8.147 -4.037
H -3.523 -5.505 -6.006
H -4.731 -5.001 -4.752
H -3.323 -6.006 -4.307
C 6.051 2.000 3.141
O 6.271 0.823 2.794
N 5.321 2.882 2.402
C 5.124 4.237 2.942
C 4.428 2.483 1.354
H 6.535 2.483 4.046
H 5.509 5.005 2.324
H 5.727 4.188 3.908
H 4.129 4.435 3.146
H 4.463 3.194 0.598
H 4.710 1.431 0.998
H 3.404 2.539 1.721
```

=====

- Which of these has the highest LUMO energy?
  C69H129N9O11